64
Properties=species:S:1:pos:R:3 method="wB97M-V/def2-TZVPD" multiplicity=1 total_energy_ha=-4414.49516 charge=-1 molar_mass_da=630.25 homo_ev=-4.429 gap_ev=5.09 largest_force_ha_per_bohr=0.01309
O -2.208 -4.118 -0.814
H 6.733 4.689 4.492
H 2.366 4.099 4.822
C -1.310 -2.669 1.720
N -0.649 0.561 -0.025
C 0.030 -1.674 -5.469
H 5.227 2.722 4.034
H -1.684 -2.857 -5.931
O 8.060 6.563 3.845
H -1.889 -3.669 -3.566
C -4.454 -3.773 -1.139
C 5.578 3.919 0.878
H -0.511 4.390 2.696
C -1.100 -2.981 -3.842
C -6.650 -2.153 -1.162
H -0.885 -3.662 1.772
C -5.419 -1.636 -0.778
C 0.950 -1.220 -4.539
C -0.701 -1.712 0.921
C 5.172 3.100 1.924
H -5.711 -5.363 -1.800
H -2.938 -3.101 3.045
C -2.465 -2.352 2.422
O 8.025 7.081 1.757
C -2.434 -0.115 1.527
H 1.721 -0.532 -4.850
C -1.000 -2.546 -5.155
O -0.676 -1.602 -7.671
H -0.282 -2.904 -1.871
Ga -0.388 3.008 3.474
O -1.219 1.622 -0.139
C -0.189 -2.547 -2.887
N 7.672 6.399 2.704
C 6.789 5.244 2.432
P 1.916 2.890 4.232
H -7.521 -1.509 -1.173
C -5.666 -4.319 -1.523
C -4.295 -2.449 -0.762
H -3.320 -2.090 -0.460
C 0.830 -1.668 -3.231
O 1.078 -0.470 -7.143
C -1.289 -0.464 0.831
H 4.526 2.254 1.731
C -3.020 -1.080 2.332
H -5.325 -0.598 -0.486
H -2.808 0.895 1.446
H 6.737 5.677 0.344
C 5.574 3.362 3.229
H -1.225 2.920 4.817
H -7.739 -3.881 -1.829
H 2.760 3.031 3.105
O -3.394 -5.823 -1.404
C -6.776 -3.486 -1.533
O 0.419 0.279 -0.540
C 6.398 5.011 1.124
H 5.250 3.713 -0.133
H -3.907 -0.831 2.900
H 1.517 -1.311 -2.476
C 6.396 4.447 3.495
H 0.205 -1.903 0.365
N -3.258 -4.649 -1.120
S 2.657 1.350 5.328
N 0.150 -1.207 -6.869
H -0.434 1.702 2.574

---

62
Properties=species:S:1:pos:R:3 method="wB97M-V/def2-TZVPD" multiplicity=1 total_energy_ha=-1977.01706 charge=+2 molar_mass_da=690.73 homo_ev="-11.934 / -11.937" gap_ev="5.22 / 5.22" largest_force_ha_per_bohr=0.05960
N 2.858 -3.336 -1.845
H -1.919 -0.828 -2.690
C -4.786 1.044 0.418
N -3.617 0.599 -0.324
C -0.044 1.542 -4.392
H 0.111 -2.412 -2.995
C 1.171 3.806 1.163
C -2.330 0.679 0.088
C -3.620 -0.031 -1.534
H 1.433 -1.322 -5.454
C -0.815 4.181 2.647
H -4.621 2.045 0.812
H 4.386 -1.217 3.659
C -0.310 2.188 1.203
H -1.806 4.386 2.246
C 1.078 -0.538 -4.795
H -2.304 0.250 4.526
C 0.112 -2.133 2.020
H -3.442 -0.795 3.660
C 1.442 -0.660 -3.367
N -1.418 -1.077 3.167
H 2.473 2.729 -0.254
H -0.239 2.208 -2.376
C 3.221 -0.614 1.936
H -0.612 2.377 -4.779
C 2.368 -2.556 -0.932
C -2.458 -0.751 4.129
C -1.012 -0.295 2.139
P -1.807 1.296 1.724
C 3.962 -1.502 2.706
C 0.392 0.531 -5.266
N 2.090 -3.122 -2.931
C 3.705 -3.121 1.127
C 0.834 0.366 -2.466
H -4.996 0.366 1.244
N -1.530 0.102 -0.804
C 0.167 1.432 -3.015
H -0.317 5.126 2.846
N 2.712 -0.986 0.767
C 1.584 2.791 0.350
H 3.890 -4.136 0.801
C -2.319 -0.333 -1.822
N 1.272 -1.852 -1.313
H 2.299 -3.602 -3.787
N 0.655 1.791 0.381
H -4.523 -0.221 -2.088
C -0.708 -2.239 3.106
C 2.953 -2.243 0.345
N -0.020 3.417 1.696
H -0.832 -3.038 3.815
H 2.536 -0.558 -3.294
H -5.647 1.061 -0.243
H 0.813 -2.853 1.637
H -2.433 -1.467 4.946
H 0.163 0.603 -6.321
H -0.920 3.629 3.580
H 1.632 4.750 1.397
C 1.116 -2.085 -2.711
N -0.086 -0.923 1.426
N 4.181 -2.746 2.299
Ir 0.832 -0.102 -0.463
H 3.045 0.404 2.259

---

62
Properties=species:S:1:pos:R:3 method="wB97M-V/def2-TZVPD" multiplicity=1 total_energy_ha=-3023.03803 charge=-1 molar_mass_da=856.52 homo_ev=-3.748 gap_ev=6.02 largest_force_ha_per_bohr=0.02186
C -2.043 1.572 6.095
H -3.025 1.976 2.226
C -1.935 1.075 3.753
C -0.459 2.542 0.897
H -1.129 4.122 2.210
C -0.329 3.420 2.000
N 0.530 1.659 0.623
C 4.169 -3.375 0.682
C 1.872 -2.856 -6.096
C -1.032 0.641 6.339
N -2.379 1.238 2.449
C -2.499 1.789 4.810
C -1.911 0.447 1.452
C -2.474 0.836 -2.905
H -2.391 3.320 0.222
H 2.352 0.876 1.134
C -1.616 2.575 0.057
C -0.472 -0.055 5.286
N -2.665 1.808 -1.801
H -0.681 0.475 7.349
H -2.480 2.127 6.915
H 1.636 -3.800 -5.604
H 5.943 -4.009 -0.350
H 2.948 -2.678 -6.033
C -0.305 -0.490 2.805
S -3.888 0.959 -4.040
H 4.551 -3.582 1.674
H 4.973 -3.465 -2.597
C -3.808 2.713 -4.473
N 0.824 -1.082 2.931
H -1.275 -1.982 -6.606
H 0.328 -0.766 5.441
C 0.795 3.367 2.787
N -1.700 1.751 -0.988
C -1.031 -2.137 -5.557
C 4.415 -3.294 -1.685
H -2.390 0.578 0.485
H -3.290 2.504 4.615
Te 0.833 -1.221 -5.126
H 2.248 -3.137 2.633
H -2.817 2.943 -4.866
C 3.129 -2.768 -1.739
S -2.453 -0.899 -2.283
C 2.109 -2.507 1.748
C 1.806 2.446 2.495
H -4.561 2.889 -5.242
N 1.404 -1.461 1.767
H -0.943 -3.199 -5.334
C 1.608 1.622 1.403
H 2.702 2.366 3.095
H 2.664 -2.529 -2.692
S -0.851 1.180 -3.777
C 4.941 -3.605 -0.445
N -0.965 -0.420 1.577
H 1.582 -2.906 -7.146
H 0.895 4.035 3.636
H -4.007 3.325 -3.596
N 2.378 -2.541 -0.664
C 2.897 -2.830 0.533
Pb -0.035 -0.064 -1.546
C -0.911 0.159 3.981
H -1.780 -1.679 -4.913

---

72
Properties=species:S:1:pos:R:3 method="wB97M-V/def2-TZVPD" multiplicity=3 total_energy_ha=-5531.55419 charge=0 molar_mass_da=871.38 homo_ev="-8.876 / -8.879" gap_ev="8.79 / 8.79" s2=2.00 largest_force_ha_per_bohr=0.05701
S 2.579 -2.679 0.041
H -2.456 3.042 2.353
H -3.330 -4.209 -2.744
O -1.914 -0.537 -1.635
C -2.727 -4.167 -1.846
C 2.896 -2.683 2.653
O -2.535 -0.604 0.773
H 5.305 -1.766 5.526
O 0.688 0.411 4.515
F 3.683 3.071 -2.408
H -3.746 3.108 1.189
H -2.239 1.714 -0.375
O -4.070 0.710 1.771
H 0.676 3.703 -2.403
C -2.574 4.744 -0.666
H -3.524 -1.607 -2.359
H -1.894 1.483 -2.746
O 2.693 -1.201 0.127
C -1.324 3.373 -2.312
H -0.140 2.163 0.814
C 4.070 -3.398 2.817
C 4.937 -3.050 3.845
H 5.857 -3.608 3.972
C -2.507 -5.293 -1.078
C -1.997 4.285 0.667
F 2.395 -0.861 -4.653
Pr 0.224 -1.001 0.293
C -2.169 -2.957 -1.447
N -1.298 2.252 -3.035
N -1.419 -2.861 -0.356
C 3.448 -1.304 4.554
O -0.177 -1.319 2.409
H 4.292 -4.222 2.152
C 1.113 0.611 -1.548
C 2.909 1.972 -2.479
H -2.930 -6.247 -1.371
C -2.658 3.052 1.278
F 0.535 -1.329 -2.757
N -2.468 3.768 -1.761
H -0.719 1.308 2.062
C -1.751 -5.184 0.081
H 3.176 -0.501 5.228
C 4.631 -2.014 4.716
H -0.223 4.950 -1.636
H -0.389 1.923 -3.333
H -0.637 -3.814 1.294
H -2.119 5.684 -0.983
C -3.030 0.525 1.160
H 2.438 1.013 2.252
C -2.439 -1.696 -2.239
H -3.244 3.137 -1.890
H -0.914 4.137 0.575
C 2.585 -1.632 3.514
C -1.230 -3.951 0.398
F 1.853 2.631 -0.520
C 1.318 -0.216 -2.624
C 1.951 1.689 -1.524
O 1.994 -3.029 1.654
F 3.983 1.341 -4.484
H -3.638 4.952 -0.563
H -2.120 5.133 1.346
O 1.293 -2.954 -0.652
H -1.568 -6.034 0.724
N -0.780 1.413 1.051
N -0.219 4.110 -2.184
H -2.261 -0.533 -0.672
O 1.652 0.563 1.921
As 1.054 -0.523 3.236
H -2.003 -1.794 -3.235
C -2.172 1.725 0.720
C 2.256 -0.019 -3.622
C 3.068 1.097 -3.541

---

74
Properties=species:S:1:pos:R:3 method="wB97M-V/def2-TZVPD" multiplicity=2 total_energy_ha=-4346.90005 charge=+1 molar_mass_da=768.41 homo_ev="-9.757 / -10.546" gap_ev="5.16 / 5.95" s2=0.76 largest_force_ha_per_bohr=0.01369
S -2.274 -1.729 0.469
F 3.158 2.370 -0.164
H -2.232 4.299 -3.210
C 0.568 -3.041 3.678
H 2.617 6.111 -4.897
C 3.308 -1.210 0.543
H -0.304 -5.663 3.172
C -3.774 2.758 -2.691
H -4.663 3.041 -3.224
O -3.038 -2.325 -0.570
C 0.141 6.479 -2.782
C 1.599 1.656 -3.034
C 0.663 -5.497 3.651
H -1.045 -3.965 4.549
F 5.801 1.919 -0.555
N 1.174 -4.174 3.348
H -1.652 1.263 2.978
C -0.263 5.564 -1.852
H 2.082 2.529 -3.435
C 3.658 1.140 0.009
S 2.237 -2.538 0.884
O -2.207 -2.336 1.750
N 0.103 0.554 -1.840
C -2.550 3.408 -2.693
C -0.661 1.674 3.176
H 1.312 7.273 -5.141
H 1.080 4.110 2.827
C -4.630 0.623 -1.508
H 2.526 -0.141 -3.916
H 2.056 -4.075 2.869
H 0.023 0.842 3.355
H 1.362 -6.231 3.262
F 1.534 0.383 0.584
H -4.269 -0.379 -1.744
F 5.219 -2.599 0.509
C 5.010 0.916 -0.195
N 0.576 1.799 -2.190
N 0.877 4.449 -3.417
N -1.706 2.743 -1.908
C 1.796 0.307 -3.265
O -0.848 -1.335 -0.044
O -2.687 -0.189 0.616
H 1.304 4.734 0.177
H -0.852 5.683 -0.957
C 4.680 -1.396 0.358
C -0.187 2.490 2.028
C 0.752 3.937 0.647
C 0.591 -1.827 -2.471
Ti -1.153 0.542 -0.211
C 0.834 -0.360 -2.520
N -0.548 2.179 0.762
N 0.197 4.342 -2.244
H 1.208 5.657 -5.851
H -1.088 -2.244 4.489
H -0.709 2.283 4.076
S 1.245 -1.534 3.245
C 2.844 0.093 0.378
C 0.857 5.727 -3.744
C -3.623 1.660 -1.857
N 0.031 3.090 -0.084
H 1.159 -2.304 -3.266
H 0.904 -2.241 -1.512
H -0.466 -2.056 -2.602
N -0.570 -3.096 4.371
H -0.042 7.539 -2.780
H -5.544 0.810 -2.066
C 1.536 6.221 -4.979
C 5.523 -0.361 -0.014
B -0.179 3.030 -1.644
C 0.635 3.602 1.990
H 0.570 -5.641 4.729
H -4.855 0.643 -0.443
N -2.355 1.658 -1.383
F 6.818 -0.583 -0.199

---

58
Properties=species:S:1:pos:R:3 method="wB97M-V/def2-TZVPD" multiplicity=1 total_energy_ha=-3387.66668 charge=0 molar_mass_da=919.54 homo_ev=-7.518 gap_ev=7.34 largest_force_ha_per_bohr=0.00811
C 2.231 -2.060 -3.357
I 3.240 -2.633 0.106
C 1.713 2.966 0.162
C -3.334 0.400 -1.573
C -0.957 -0.744 4.443
H 1.836 6.356 0.332
H 2.607 -1.380 -2.593
C -0.655 0.786 2.639
H 0.294 1.009 4.556
H -0.749 -1.074 5.453
C -0.216 -1.729 -2.730
H 0.868 -0.649 -4.233
H 2.937 -2.036 -4.189
H -0.278 -2.751 -2.337
C -2.058 -1.018 2.341
H 0.468 -3.647 -4.642
H -1.198 -1.476 -3.137
S 1.651 1.634 1.353
H 1.113 -2.501 -5.829
C 1.587 5.207 -1.475
H -4.153 2.154 -2.470
H 4.390 -1.253 2.082
H 0.059 2.811 2.735
H 1.389 3.805 -3.086
H 1.992 4.345 1.764
H -0.650 2.319 1.168
C -0.374 0.411 3.950
H -3.308 -2.690 1.839
C -5.607 0.582 -2.419
H -6.378 1.179 -2.889
C -0.042 2.003 2.012
C -5.863 -0.741 -2.074
H -5.037 -2.511 -1.192
C 1.835 4.248 0.697
C -3.621 -0.915 -1.182
I 2.257 -2.047 3.467
C -4.868 -1.477 -1.465
C 3.876 -2.205 2.093
H -3.955 -1.113 1.351
C -4.366 1.133 -2.180
H 2.221 -3.076 -2.948
H -2.268 -2.389 3.989
H 1.509 6.072 -2.121
C 1.764 5.370 -0.108
C 0.432 -2.609 -4.981
C 0.834 -1.669 -3.839
C -3.050 -1.711 1.438
S -2.482 -1.973 -0.300
Bi 0.059 -0.406 -0.881
C 1.511 3.940 -2.019
H 4.522 -3.005 2.427
H -6.822 -1.193 -2.290
S 1.596 1.261 -2.123
S -1.813 1.264 -1.410
C -1.804 -1.481 3.627
C 1.577 2.787 -1.225
N -1.481 0.082 1.868
H -0.580 -2.397 -5.328